Record 1
Density functional theory data (ωB97M-V with the def2-TZVPD basis set) for C23H23N3O4S in the gas phase in a non-equilibrium geometry.

Last column: Löwdin charge in e.
Geometry (Å):
C 5.198 0.760 1.168  0.00
O 4.036 0.073 0.447  -0.09
C 4.472 -0.848 -0.368  -0.32
C 5.818 -0.966 -0.791  0.05
C 6.065 -2.203 -1.642  -0.08
C 5.026 -2.986 -2.028  -0.16
C 3.678 -2.575 -1.909  -0.08
C 3.478 -1.588 -0.973  -0.20
N 2.158 -1.273 -0.334  0.09
C 1.086 -1.494 -1.071  -0.64
S 0.703 -1.542 -2.745  1.05
C -1.033 -1.354 -2.391  -0.25
C -1.204 -0.789 -1.006  -0.19
C -2.563 -0.628 -0.345  -0.23
C -2.997 -1.669 0.571  0.05
C -4.288 -1.148 0.969  -0.06
C -5.093 -0.296 0.545  -0.22
C -4.689 0.594 -0.656  -0.19
C -3.275 0.297 -0.946  0.01
N -5.258 1.599 -0.922  0.16
C -6.600 2.017 -0.539  -0.25
O -7.313 2.768 -1.187  0.10
C -7.315 0.791 0.167  -0.10
O -6.333 0.146 0.734  0.00
N 0.005 -1.056 -0.415  -0.05
C 0.017 -0.437 1.155  0.07
C -0.144 1.125 0.999  -0.28
C 1.078 1.656 0.440  -0.05
C 1.380 2.720 1.658  -0.14
C 1.133 2.077 2.831  -0.20
O -0.085 1.426 2.372  -0.10
H 5.663 1.428 0.373  0.11
H 4.603 1.559 1.711  0.08
H 5.888 0.155 1.777  0.10
H 6.621 -0.638 -0.507  -0.01
H 6.976 -2.430 -2.131  0.08
H 5.205 -3.837 -2.963  0.16
H 2.779 -3.202 -2.311  0.11
H -1.647 -1.416 -3.041  -0.07
H -2.536 -2.417 0.896  0.03
H -4.725 -1.960 1.918  0.21
H -2.949 0.896 -1.850  0.14
H -4.927 2.313 -1.570  0.19
H -8.020 1.176 0.723  0.09
H -7.673 0.176 -0.576  0.13
H -0.799 -0.914 1.726  0.11
H 0.849 -1.003 1.383  0.08
H -1.113 1.098 0.828  0.09
H 0.893 1.949 -0.539  0.12
H 1.780 1.090 0.471  -0.02
H 2.621 2.757 1.571  0.16
H 0.819 3.739 1.450  0.16
H 0.904 2.846 3.722  0.19
H 1.647 1.437 3.149  0.01

Summary:
LUMO	-0.509	eV
F_max	18.25	eV Å⁻¹
energy above the lowest of the compared OMol25 structures with the same formula, charge and spin	1977.9	kJ/mol
highest occupied orbital energy	-6.7	eV
SMILES string	COc1ccccc1/N=c1\scc(-c2ccc3c(c2)NC(=O)CO3)n1C[C@@H]1CCCO1

Record 2
Density functional theory data (ωB97M-V with the def2-TZVPD basis set) for a molecular structure, C35H55AsBN5O7Si3V in a non-equilibrium geometry.

Last column: Löwdin spin population.
Geometry (Å):
V 0.308 0.491 0.291  0.99
N -0.863 -0.816 3.770  0.00
C -0.143 0.373 4.222  0.00
C 0.454 1.160 3.051  0.00
O 1.665 1.329 3.026  0.00
N -0.394 1.678 2.105  -0.01
C -1.836 1.490 2.209  0.00
C -2.374 0.309 1.396  0.00
O -3.558 0.003 1.476  0.00
O -1.512 -0.278 0.636  0.01
H -0.944 -1.494 4.517  0.00
H -0.364 -1.266 3.005  0.00
H 0.718 0.155 4.862  0.00
H -0.830 1.018 4.782  0.00
H -2.317 2.387 1.817  0.00
H -2.157 1.355 3.238  0.00
N -4.595 -2.336 -8.770  0.01
C -3.916 -1.964 -7.912  0.00
C -3.071 -1.502 -6.861  0.01
C -3.486 -1.556 -5.531  0.00
C -2.679 -1.115 -4.507  0.01
C -1.387 -0.591 -4.785  0.01
C -0.978 -0.536 -6.142  0.00
C -1.802 -0.982 -7.145  0.00
N -0.597 -0.176 -3.776  0.00
C 0.653 0.456 -3.886  0.00
C 1.091 0.718 -2.647  0.00
N 0.193 0.249 -1.694  0.01
C -0.832 -0.280 -2.388  0.02
H -4.469 -1.948 -5.297  0.00
H -3.042 -1.155 -3.492  0.00
H -0.002 -0.153 -6.402  0.00
H -1.464 -0.936 -8.173  0.00
H 1.097 0.683 -4.837  0.00
H 2.005 1.194 -2.334  0.00
H -1.711 -0.696 -1.939  0.00
C 2.545 8.418 2.010  0.00
C 1.204 8.498 1.280  0.00
C 0.257 9.353 2.134  0.00
C 1.436 9.205 -0.063  0.00
C 0.593 7.116 1.031  0.00
C -0.679 7.021 0.481  0.00
C -1.280 5.785 0.201  0.00
C -0.573 4.639 0.486  0.00
O -0.922 3.359 0.287  -0.01
B 0.189 2.521 0.837  -0.04
O 1.232 3.499 1.222  -0.01
C 0.714 4.716 1.041  0.00
C 1.300 5.935 1.317  0.00
H 2.918 9.427 2.204  0.00
H 3.295 7.893 1.417  0.00
H 2.450 7.901 2.966  0.00
H 0.722 10.313 2.377  0.00
H 0.014 8.839 3.066  0.00
H -0.680 9.555 1.614  0.00
H 1.824 10.217 0.090  0.00
H 0.507 9.275 -0.630  0.00
H 2.152 8.648 -0.669  0.00
H -1.232 7.924 0.246  0.00
H -2.270 5.726 -0.232  0.00
H 2.293 5.946 1.744  0.00
C 4.358 0.627 0.101  0.00
O 2.965 0.718 -0.111  0.00
C 2.169 -0.331 0.468  -0.01
O 2.776 -1.293 0.908  -0.01
H 4.838 1.292 -0.620  0.00
H 4.718 -0.395 -0.037  0.00
H 4.616 0.951 1.115  0.00
C 3.130 -4.390 1.780  0.00
Si 1.322 -4.582 2.246  0.00
C 1.109 -3.888 3.989  0.00
C 0.958 -6.435 2.375  0.00
As 0.034 -3.209 0.850  0.00
Si -2.157 -4.057 0.991  0.00
C -2.362 -5.928 0.776  0.00
C -2.824 -3.597 2.691  0.00
C -3.227 -3.188 -0.277  0.00
Si 0.749 -4.055 -1.243  0.00
C -0.615 -4.109 -2.533  0.00
C 2.129 -2.945 -1.846  0.00
C 1.400 -5.834 -1.181  0.00
H 3.743 -4.801 2.590  0.00
H 3.367 -3.335 1.638  0.00
H 3.386 -4.921 0.862  0.00
H 1.730 -4.449 4.694  0.00
H 0.073 -3.942 4.331  0.00
H 1.416 -2.841 4.014  0.00
H 1.625 -6.827 3.152  0.00
H 1.163 -6.974 1.451  0.00
H -0.067 -6.653 2.674  0.00
H -2.010 -6.475 1.651  0.00
H -1.834 -6.317 -0.096  0.00
H -3.427 -6.144 0.650  0.00
H -2.200 -3.976 3.503  0.00
H -3.827 -4.019 2.812  0.00
H -2.895 -2.511 2.783  0.00
H -2.907 -3.346 -1.307  0.00
H -3.233 -2.117 -0.062  0.00
H -4.252 -3.561 -0.177  0.00
H -1.147 -3.167 -2.634  0.00
H -1.341 -4.900 -2.329  0.00
H -0.141 -4.328 -3.496  0.00
H 1.791 -1.910 -1.914  0.00
H 2.454 -3.282 -2.836  0.00
H 2.977 -2.954 -1.160  0.00
H 0.667 -6.525 -0.761  0.00
H 2.322 -5.924 -0.606  0.00
H 1.611 -6.150 -2.208  0.00

Summary:
charge	-2
LUMO (spin up / spin down)	3.900 / 3.900	eV
F_max	1.40	eV Å⁻¹
2S+1	2
highest occupied orbital energy (spin up / spin down)	0.4 / 0.6	eV

Record 3
Density functional theory data (ωB97M-V with the def2-TZVPD basis set) for C21H25N3O3S2 in the gas phase in a non-equilibrium geometry.

Last column: Löwdin charge in e.
Geometry (Å):
C 5.740 0.645 1.889  -0.07
C 4.696 1.345 1.022  -0.25
N 4.340 0.628 -0.183  -0.27
C 5.356 0.422 -1.203  -0.25
C 4.818 0.815 -2.573  -0.08
S 3.243 -0.602 0.062  0.67
O 3.115 -1.332 -1.167  -0.29
O 3.509 -1.354 1.257  -0.28
C 1.731 0.327 0.301  -0.29
C 1.280 1.117 -0.739  -0.04
C 0.046 1.729 -0.632  -0.01
C -0.738 1.534 0.502  -0.12
C -2.115 2.121 0.477  -0.46
O -2.388 3.115 -0.166  0.07
N -3.026 1.430 1.197  0.07
C -4.441 1.702 1.115  -0.23
C -5.239 0.436 0.849  -0.44
S -5.070 -0.221 -0.855  0.93
C -3.353 -0.586 -1.006  -0.52
C -2.598 -0.177 -2.070  -0.10
N -1.344 -0.705 -1.978  0.09
C -1.258 -1.459 -0.843  -0.21
C -0.186 -2.175 -0.326  -0.02
C -0.384 -2.851 0.858  -0.08
C -1.622 -2.833 1.504  -0.09
C -2.692 -2.133 0.992  -0.04
C -2.520 -1.423 -0.197  -0.19
C -0.244 0.783 1.564  0.00
C 0.995 0.176 1.460  -0.05
H 5.377 -0.341 2.164  0.06
H 6.680 0.537 1.353  0.07
H 5.919 1.226 2.790  0.08
H 5.044 2.342 0.730  0.13
H 3.767 1.460 1.587  0.11
H 6.224 1.035 -0.951  0.12
H 5.663 -0.629 -1.218  0.12
H 5.601 0.716 -3.321  0.07
H 3.994 0.160 -2.838  0.06
H 4.471 1.846 -2.559  0.08
H 1.895 1.223 -1.619  0.11
H -0.347 2.348 -1.424  0.12
H -2.756 0.554 1.618  0.11
H -4.582 2.434 0.314  0.12
H -4.788 2.146 2.059  0.12
H -4.967 -0.348 1.555  0.06
H -6.305 0.640 0.939  0.07
H -2.890 0.448 -2.891  0.12
H -0.596 -0.569 -2.636  0.16
H 0.769 -2.191 -0.829  0.10
H 0.432 -3.409 1.290  0.11
H -1.743 -3.389 2.422  0.10
H -3.651 -2.158 1.490  0.10
H -0.813 0.671 2.475  0.12
H 1.396 -0.437 2.252  0.12

Summary:
LUMO	0.174	eV
F_max	1.16	eV Å⁻¹
energy above the lowest of the compared OMol25 structures with the same formula, charge and spin	86.3	kJ/mol
highest occupied orbital energy	-7.8	eV
SMILES string	CCN(CC)S(=O)(=O)c1ccc(C(=O)NCCSc2c[nH]c3ccccc23)cc1

Record 4
Density functional theory data (ωB97M-V with the def2-TZVPD basis set) for 3 unconnected molecules or ions with the total composition C31H60Cl3FN3O3S in a non-equilibrium geometry.

Last column: Löwdin charge in e.
Geometry (Å):
C -1.621 2.116 4.665  0.12
C -1.449 1.082 5.245  -0.13
C -1.287 -0.322 5.633  -0.18
C -0.268 -1.009 4.699  -0.17
C -0.793 -0.988 3.259  -0.13
C -0.125 -1.895 2.206  -0.19
C 1.420 -1.876 2.077  -0.19
C 2.222 -2.232 3.339  -0.20
C 1.826 -3.593 3.927  -0.69
C 2.254 -3.732 5.387  -0.11
Cl 2.687 -4.854 2.961  0.66
C 1.973 -0.608 1.307  -0.26
C 3.125 0.133 2.015  -0.59
Cl 3.843 1.194 0.726  0.67
C 2.666 0.953 3.275  -0.71
C 3.577 0.717 4.491  -0.09
Cl 2.555 2.725 2.977  0.63
C 0.918 0.429 0.933  -0.09
N -0.360 -0.155 0.379  0.12
C -0.695 -1.544 0.815  -0.37
C -0.199 -2.503 -0.302  -0.03
C -0.559 -3.955 -0.094  -0.46
O -1.497 -4.502 -0.547  0.21
F 0.332 -4.605 0.655  0.13
S -2.539 -1.651 0.810  0.70
C -3.155 -1.765 -0.853  -0.10
O -3.052 -0.414 1.359  -0.29
O -2.887 -2.817 1.572  -0.24
H -1.882 3.029 4.177  0.04
H -0.835 -0.316 6.628  0.12
H -2.240 -0.844 5.644  0.13
H 0.646 -0.433 4.814  0.09
H -0.122 -2.033 5.033  0.11
H -0.806 0.053 2.933  0.10
H -1.845 -1.258 3.337  0.11
H -0.465 -2.917 2.363  0.14
H 1.671 -2.711 1.423  0.11
H 2.206 -1.475 4.112  0.07
H 3.251 -2.373 3.014  0.11
H 0.759 -3.779 3.863  0.09
H 1.453 -3.369 6.030  0.08
H 3.200 -3.241 5.599  0.09
H 2.363 -4.791 5.614  0.07
H 2.409 -0.957 0.369  0.13
H 3.958 -0.516 2.247  0.09
H 1.638 0.690 3.499  0.05
H 3.749 1.670 4.981  0.06
H 4.510 0.225 4.238  0.09
H 3.032 0.122 5.224  0.07
H 0.650 1.096 1.747  0.11
H 1.320 1.076 0.157  0.12
H -0.274 -0.163 -0.639  0.18
H -1.124 0.506 0.573  0.18
H -0.576 -2.207 -1.280  0.13
H 0.887 -2.452 -0.388  0.13
H -2.484 -1.328 -1.590  0.07
H -4.064 -1.164 -0.862  0.08
H -3.411 -2.792 -1.097  0.08
C 6.019 5.085 -5.097  -0.09
C 5.787 5.106 -3.594  -0.27
N 5.584 3.785 -3.026  -0.20
C 5.095 3.816 -1.661  -0.27
C 6.000 4.411 -0.575  -0.08
C 6.628 2.813 -3.302  -0.25
C 8.059 3.147 -2.861  -0.08
H 5.205 4.572 -5.611  0.08
H 6.068 6.106 -5.475  0.07
H 6.958 4.597 -5.362  0.07
H 4.886 5.695 -3.399  0.12
H 6.619 5.645 -3.116  0.10
H 4.819 2.798 -1.368  0.06
H 4.155 4.380 -1.661  0.11
H 6.815 3.739 -0.310  0.06
H 5.418 4.579 0.335  0.07
H 6.423 5.370 -0.872  0.07
H 6.640 2.629 -4.379  0.10
H 6.331 1.856 -2.862  0.11
H 8.335 4.175 -3.098  0.07
H 8.763 2.494 -3.380  0.07
H 8.208 2.989 -1.793  0.05
C -7.778 -1.578 -1.350  -0.09
C -7.903 -0.571 -2.480  -0.27
N -6.825 -0.670 -3.450  -0.21
C -6.779 0.451 -4.376  -0.25
C -7.958 0.649 -5.334  -0.08
C -6.630 -1.985 -4.040  -0.26
C -7.809 -2.625 -4.783  -0.08
H -6.806 -1.485 -0.862  0.06
H -8.549 -1.400 -0.600  0.08
H -7.898 -2.605 -1.696  0.07
H -7.871 0.432 -2.047  0.12
H -8.896 -0.677 -2.941  0.10
H -5.857 0.380 -4.960  0.11
H -6.671 1.363 -3.778  0.11
H -7.950 -0.076 -6.147  0.06
H -7.897 1.639 -5.788  0.07
H -8.919 0.585 -4.823  0.07
H -6.322 -2.670 -3.245  0.09
H -5.768 -1.935 -4.711  0.11
H -8.747 -2.518 -4.239  0.07
H -7.626 -3.694 -4.908  0.07
H -7.940 -2.207 -5.780  0.06

Summary:
charge	+1
LUMO	-3.182	eV
F_max	2.57	eV Å⁻¹
energy above the lowest of the compared OMol25 structures with the same formula, charge and spin	0.0	kJ/mol
highest occupied orbital energy	-9.7	eV